{
  "formula": "C7H10BF4NRu",
  "method": "ωB97M-V/def2-TZVPD",
  "charge": -1,
  "spin_multiplicity": 6,
  "fmax_ha_per_bohr": 0.0798,
  "e_tot_ha": -846.7706,
  "s_squared": 8.7631,
  "orbital_gap_ev": [5.6, 8.7],
  "symbols": ["C", "C", "C", "C", "C", "Ru", "N", "C", "C", "H", "H", "H", "H", "H", "H", "H", "H", "H", "H", "F", "B", "F", "F", "F"],
  "positions_angstrom": [[-0.42960, 1.05190, -2.13548], [0.96750, 1.18970, -1.89818], [1.13790, 2.01490, -0.75028], [-0.15140, 2.37680, -0.27128], [-1.12260, 1.77810, -1.12528], [0.00000, 0.00000, -0.05298], [-1.31440, -1.30630, -0.02388], [-0.35960, -2.35180, -0.54658], [1.02970, -1.69430, -0.74188], [2.09220, 2.28740, -0.29538], [1.76690, 0.74140, -2.48858], [-0.36350, 2.97800, 0.61422], [-2.20640, 1.84760, -1.01268], [-0.89130, 0.45530, -2.92448], [1.39400, -1.76850, -1.77658], [-0.31050, -3.19370, 0.17362], [-2.28880, -1.60880, -0.02888], [1.78580, -2.05580, -0.02878], [-0.73590, -2.74200, -1.51288], [0.00000, 0.00000, 1.94702], [0.00000, 0.00000, 3.35702], [1.36820, -0.08460, 3.84102], [-0.61080, 1.22740, 3.84062], [-0.75750, -1.14260, 3.84062]],
  "forces_ev_per_angstrom": [[-0.07, 0.61, -0.45], [0.14, 0.85, -0.73], [0.06, 0.29, -0.24], [0.06, 0.38, -0.12], [-0.13, 0.58, -0.64], [2.01, 1.92, -0.70], [-2.54, -3.17, -0.57], [-0.28, -0.68, -0.09], [0.53, -1.45, -0.41], [-0.40, -0.10, -0.17], [-0.34, 0.14, 0.29], [0.09, -0.26, -0.32], [0.47, -0.06, -0.02], [0.18, 0.23, 0.34], [-0.08, 0.03, 0.38], [-0.04, 0.32, -0.25], [0.17, -0.13, 0.02], [-0.23, 0.02, -0.25], [0.13, 0.10, 0.32], [0.29, 0.34, 2.99], [-0.04, -0.06, 2.97], [-1.63, 0.11, -0.79], [0.73, -1.43, -0.78], [0.95, 1.42, -0.78]]
}